Molecular formula: C27H19Cl2IrN7O2S
Method: DFT, ωB97M-V/def2-TZVPD

Last column: Löwdin spin population.
Cartesian coordinates (Å):
H -6.01 -0.78 -0.56  0.000
C 2.04 -0.81 3.59  0.002
C -0.80 -0.17 -4.24  0.001
N -0.21 0.64 -2.09  0.002
H 1.18 5.07 -0.72  -0.001
C 1.85 -3.48 0.26  0.001
C -0.42 2.94 -1.44  0.020
C 2.65 2.08 0.18  0.132
C 1.62 3.01 -0.22  0.131
C -4.23 -2.67 -0.37  0.000
H -1.49 0.28 2.65  0.000
C -0.45 -3.83 0.80  0.000
H -2.78 -4.31 -0.25  0.000
C -0.73 -2.58 0.28  0.000
C -0.50 -0.03 2.95  0.000
H -1.72 1.24 -5.58  0.000
O 3.93 -0.26 1.47  0.020
H 4.72 1.86 0.75  -0.001
H 0.13 -1.31 -2.67  0.000
N 0.40 2.44 -0.41  0.154
H -5.10 0.33 0.48  0.000
S -2.15 0.53 0.13  0.002
N 0.46 0.06 2.02  0.003
H 2.24 -1.53 -0.53  0.001
H 2.88 -3.80 0.19  0.000
C -5.06 -0.28 -0.42  0.000
H -1.04 -0.54 4.94  0.000
H -1.59 3.11 -3.88  0.000
N 0.23 -1.73 -0.09  0.000
C 2.77 0.03 1.34  0.021
C 3.94 2.54 0.45  -0.004
C 1.04 -0.91 4.55  0.000
C -2.73 -1.06 -0.04  0.000
N -4.03 -1.31 -0.27  0.000
Cl 5.81 4.43 0.56  0.042
C -0.24 -0.51 4.22  0.001
C -1.24 2.11 -3.67  0.002
C 1.94 4.36 -0.42  -0.007
Ir 0.19 0.44 -0.07  0.020
N 2.20 0.81 0.32  0.164
C 1.71 -0.31 2.35  0.005
C 1.49 -2.21 -0.15  0.002
H 1.27 -1.28 5.54  0.000
Cl 3.60 6.43 -0.40  0.044
C -0.68 1.85 -2.43  0.005
C -0.27 -0.35 -2.98  0.001
H -4.83 0.34 -1.28  0.000
H -5.20 -3.09 -0.58  0.000
O -0.75 4.08 -1.59  0.025
H -1.24 -4.45 1.19  0.000
C 0.86 -4.28 0.80  0.000
C 3.22 4.79 -0.18  0.106
C -3.05 -3.27 -0.19  0.000
N -2.10 -2.26 0.03  0.000
C -1.30 1.08 -4.59  0.001
H 1.09 -5.26 1.20  0.000
C 4.23 3.87 0.26  0.103
H -0.81 -0.99 -4.94  0.000
H 3.07 -1.07 3.79  0.000

- E_HOMO (spin up / spin down) (eV) = -13.006 / -13.747
- strongest force on any atom (eV/Å) = 0.7
- gap between HOMO and LUMO (spin up / spin down) (eV) = 6.829 / 6.220
- LUMO energy (spin up / spin down) (eV) = -6.18 / -7.53
- net charge = +2
- ⟨S²⟩ = 0.767
- spin multiplicity = 2